Below is C58H48I4N6OPV as an isolated structure in a non-equilibrium geometry, with properties calculated with the ωB97M-V functional and the def2-TZVPD basis.

Computed properties:
Expectation value of S²: 3.991
E_tot (eV): -139227.77925
LUMO energy (alpha / beta) (eV): 1.72 / 1.37
Net charge: -1
Largest force on an atom (eV/A): 16.8
Multiplicity: 4
HOMO energy (alpha / beta) (eV): -3.1 / -3.1
Kohn-Sham gap (alpha / beta) (eV): 4.8 / 4.5

Each line ends with the Löwdin charge.
Element x y z (Å)
V -0.310 -0.035 -0.389  0.911
I -1.145 1.190 5.997  0.939
C -1.873 1.119 4.019  -0.605
C -2.587 0.007 3.576  -0.411
C -3.070 -0.046 2.265  -0.289
C -2.839 1.019 1.353  -0.090
C -2.126 2.145 1.841  -0.122
C -1.648 2.188 3.153  -0.121
C -3.361 0.982 -0.080  -0.044
C -2.663 1.768 -0.909  -0.411
C -3.224 2.601 -1.963  -0.048
C -2.175 2.986 -2.789  -0.042
C -0.961 2.330 -2.281  -0.182
C 0.327 2.475 -2.737  -0.073
C 0.647 3.383 -3.895  -0.151
C 0.040 4.647 -4.060  -0.036
C 0.348 5.453 -5.159  -0.155
C 1.267 5.017 -6.116  -0.732
I 1.723 6.232 -7.778  0.790
C 1.884 3.775 -5.968  -0.151
C 1.581 2.967 -4.870  -0.030
C 1.452 1.667 -2.117  -0.124
N 1.363 0.146 -1.819  0.021
C 2.689 0.230 -0.998  -0.212
C 3.017 -0.970 -0.457  -0.083
C 4.423 -1.407 -0.148  -0.119
C 4.646 -2.182 1.007  -0.037
C 5.930 -2.611 1.351  -0.139
C 7.017 -2.281 0.543  -0.731
I 8.954 -2.932 1.063  0.785
C 6.817 -1.528 -0.615  -0.154
C 5.533 -1.094 -0.963  -0.025
C 1.955 -2.020 -0.452  -0.300
C 2.177 -3.345 -0.459  -0.104
C 0.980 -3.995 -0.699  -0.106
C 0.022 -3.064 -0.863  -0.149
N 0.775 -1.639 -1.301  0.032
C -1.423 -3.366 -1.130  -0.123
C -2.356 -2.369 -1.026  -0.357
C -3.811 -2.512 -1.200  0.014
C -4.353 -1.301 -0.843  -0.025
C -3.230 -0.432 -0.515  -0.361
N -2.158 -0.770 -1.338  0.065
C -1.815 -4.765 -1.534  -0.139
C -1.050 -5.449 -2.503  -0.033
C -1.400 -6.737 -2.916  -0.157
C -2.516 -7.369 -2.366  -0.741
I -3.044 -9.311 -2.995  0.771
C -3.281 -6.712 -1.400  -0.161
C -2.936 -5.421 -0.986  -0.044
C 3.619 1.277 -1.456  -0.032
C 2.869 2.118 -2.235  -0.057
N -1.644 1.054 -1.683  0.021
H -2.771 -0.821 4.248  0.129
H -3.626 -0.926 1.971  0.146
H -1.930 3.002 1.210  -0.133
H -1.101 3.057 3.497  -0.012
H -4.261 2.875 -2.096  0.119
H -2.310 3.598 -3.662  0.098
H -0.659 5.030 -3.330  0.103
H -0.127 6.419 -5.266  0.086
H 2.596 3.431 -6.708  0.088
H 2.065 2.001 -4.797  0.119
H 3.821 -2.446 1.659  0.025
H 6.077 -3.199 2.248  0.088
H 7.657 -1.282 -1.252  0.085
H 5.424 -0.547 -1.885  0.102
H 3.140 -3.838 -0.403  0.128
H 0.872 -5.068 -0.773  0.116
H -4.395 -3.358 -1.527  0.111
H -5.404 -1.046 -0.848  0.120
H -0.189 -4.977 -2.961  0.119
H -0.806 -7.240 -3.667  0.085
H -4.143 -7.202 -0.967  0.083
H -3.538 -4.951 -0.222  0.101
H 4.688 1.369 -1.327  0.093
H 3.261 2.974 -2.766  0.095
C 1.062 1.692 2.976  -0.033
N 0.317 2.826 2.460  -0.052
C 0.111 3.938 3.370  -0.182
C -0.271 5.196 2.628  -0.110
C -1.478 4.865 1.783  -0.107
N -1.224 3.727 0.919  -0.065
C -2.122 3.552 -0.209  -0.022
C -0.445 2.646 1.313  -0.428
O -0.417 1.596 0.671  -0.098
H 1.994 2.045 3.427  0.123
H 1.310 0.977 2.185  0.089
H 0.454 1.188 3.732  -0.023
H 1.036 4.113 3.932  0.146
H -0.671 3.647 4.082  0.090
H 0.558 5.521 1.988  0.130
H -0.495 6.008 3.326  0.125
H -1.737 5.730 1.163  0.134
H -2.344 4.622 2.410  0.146
H -2.198 4.493 -0.761  0.151
H -3.108 3.266 0.170  0.143
H -1.767 2.776 -0.892  0.031
C -2.327 -1.335 3.125  -0.316
P -1.416 -0.882 1.604  1.082
C -2.362 -2.024 0.544  -0.194
C 0.192 -1.323 2.281  -0.303
C 0.738 -0.606 3.358  -0.186
C 1.994 -0.950 3.867  -0.058
C 2.714 -2.006 3.300  -0.079
C 2.178 -2.719 2.224  -0.114
C 0.920 -2.378 1.714  -0.097
H -1.994 -0.710 3.979  0.027
H -2.162 -2.404 3.375  0.187
H -3.412 -1.158 2.976  0.120
H -2.593 -2.974 1.069  0.158
H -1.763 -2.260 -0.359  -0.089
H -3.307 -1.534 0.230  0.015
H 0.196 0.219 3.802  -0.029
H 2.411 -0.397 4.698  0.106
H 3.687 -2.270 3.693  0.105
H 2.738 -3.533 1.782  0.104
H 0.518 -2.935 0.878  0.062
H 1.092 -0.208 0.649  0.075